Record 1
ORCA calculation (the ωB97M-V functional and the def2-TZVPD basis) on a cluster of 3 separate species, C3H5NO2 in total.

```
11
Properties=species:S:1:pos:R:3:lowdin_charge:R:1
O 0.744 -1.168 -0.318 -0.109
O -0.375 1.373 0.347 -0.107
N 2.456 1.071 0.111 0.211
C 1.381 0.603 0.063 -0.018
C -0.505 -1.325 -0.294 -0.222
C -1.343 0.579 0.225 -0.225
H -0.961 -1.822 0.571 0.094
H -1.952 0.620 -0.687 0.094
H -1.052 -1.378 -1.243 0.094
H -1.827 0.188 1.129 0.094
H 3.435 1.258 0.097 0.093
```

Computed properties:
HOMO ... -9.30 eV
Charge ... 0
HOMO-LUMO gap ... 9.7 eV
Maximum force ... 1.0 eV/A
ΔE to the lowest compared entry with this formula, charge and spin ... 574.0 kJ/mol

Record 2
ORCA calculation (the ωB97M-V functional and the def2-TZVPD basis) on a cluster of 2 separate species, C4H8O2 in total.

```
14
Properties=species:S:1:pos:R:3:lowdin_charge:R:1
O -1.031 0.569 -2.101 -0.013
O 1.075 -2.515 -1.555 -0.066
C -0.043 0.553 0.005 -0.124
C 0.176 0.373 1.455 -0.190
C -1.049 0.192 -0.777 -0.199
C 0.105 1.275 2.415 0.000
H -1.512 -0.061 -2.645 0.097
H 0.826 0.863 -0.551 0.114
H 1.059 -1.724 -0.993 0.008
H 0.453 1.158 3.432 0.051
H -0.229 2.298 2.298 0.057
H 1.654 -2.138 -2.235 0.041
H -2.002 -0.211 -0.460 0.123
H 0.519 -0.632 1.713 0.100
```

Computed properties:
Structure (SMILES) ... C=C/C=C/O.O
HOMO ... -9.30 eV
Charge ... 0
HOMO-LUMO gap ... 10.1 eV
Maximum force ... 1.2 eV/A
ΔE to the lowest compared entry with this formula, charge and spin ... 239.1 kJ/mol

Record 3
ORCA calculation (the ωB97M-V functional and the def2-TZVPD basis) on a cluster of 6 separate species, C11H25BBr2F4O5 in total.

```
48
Properties=species:S:1:pos:R:3:lowdin_charge:R:1
Br -2.392 1.461 2.384 0.729
Br -5.130 -0.788 1.830 0.787
F 1.438 -3.899 1.220 0.045
F -3.668 0.408 -0.220 -0.051
F -2.394 -1.296 2.917 -0.112
F -3.397 -1.884 -0.064 -0.021
O 0.528 1.450 -3.493 -0.123
O -0.587 -2.079 5.516 -0.125
O 5.151 4.482 -2.918 -0.146
O -6.796 -1.935 -0.721 -0.182
O 3.205 1.314 -1.601 -0.151
C 3.252 -0.453 1.158 0.113
C 2.350 -1.380 0.918 0.024
C -0.413 0.975 -2.547 -0.154
C -3.463 -0.678 0.707 -0.710
C 5.003 5.652 -2.128 -0.149
C -0.351 -2.049 0.543 -0.111
C -2.231 -0.451 1.718 -0.666
C 0.741 -1.912 5.059 -0.160
C -7.373 -3.231 -0.762 -0.161
C 4.544 1.476 -2.046 -0.153
C -0.766 -0.566 1.047 -0.186
B 1.179 -2.498 0.900 -0.321
H 4.646 6.475 -2.753 0.076
H -5.909 -2.006 -1.100 0.056
H -8.377 -3.183 -0.340 0.080
H -7.432 -3.575 -1.798 0.075
H -1.172 -1.787 4.797 0.052
H 0.896 -2.526 4.168 0.070
H -1.045 -2.885 0.962 0.124
H 5.799 4.683 -3.607 0.085
H 5.221 1.147 -1.256 0.072
H 0.025 1.046 -1.551 0.061
H 1.430 -2.229 5.843 0.082
H 0.122 1.382 -4.368 0.085
H 4.709 0.869 -2.940 0.079
H -0.004 -0.278 1.879 0.113
H 0.918 -0.858 4.825 0.076
H -0.547 -2.061 -0.606 0.122
H -0.654 -0.069 -2.764 0.081
H 2.627 1.612 -2.319 0.052
H -0.621 0.237 0.223 0.110
H 4.731 2.529 -2.268 0.045
H 4.085 0.300 1.352 0.068
H 5.963 5.916 -1.677 0.077
H -6.765 -3.923 -0.173 0.076
H -1.320 1.584 -2.587 0.084
H 4.275 5.455 -1.340 0.083
```

Computed properties:
Structure (SMILES) ... C#CB(F)CC[C@@](F)(Br)C(F)(F)Br.CO.CO.CO.CO.CO
HOMO ... -9.80 eV
Charge ... 0
HOMO-LUMO gap ... 9.5 eV
Maximum force ... 6.4 eV/A
ΔE to the lowest compared entry with this formula, charge and spin ... 0.0 kJ/mol

Record 4
ORCA calculation (the ωB97M-V functional and the def2-TZVPD basis) on a structure of composition C31H42AuN5Se.

```
80
Properties=species:S:1:pos:R:3:mulliken_spin:R:1
Au 10.072 16.364 8.812 0.360
Se 10.545 13.989 9.125 0.017
N 9.901 18.422 8.825 0.416
N 12.649 17.365 9.127 0.272
N 7.514 16.906 8.781 0.244
N 8.953 12.321 7.413 0.000
N 8.640 11.983 9.606 0.004
C 12.033 21.268 7.932 -0.064
C 6.356 18.998 8.317 -0.047
C 7.870 9.590 9.433 0.001
C 8.451 20.292 9.606 0.106
C 8.660 19.017 9.038 0.028
C 6.207 20.331 8.645 0.136
C 10.925 20.444 7.926 0.138
C 12.323 18.729 8.994 0.137
C 8.772 12.183 11.062 0.002
C 13.351 19.685 9.078 -0.050
C 10.818 12.623 13.862 0.000
C 9.363 12.913 6.125 0.001
C 7.038 16.494 10.095 0.019
C 13.240 20.967 8.567 0.158
C 13.098 16.937 10.425 -0.006
C 10.786 12.642 5.671 0.001
C 12.048 10.781 6.915 0.000
C 6.977 16.147 7.660 -0.002
C 8.012 8.713 7.160 0.002
C 7.517 18.274 8.633 0.106
C 10.060 11.429 13.212 0.000
C 8.506 10.996 7.574 0.003
C 7.813 8.522 8.518 0.001
C 9.164 12.851 8.670 0.001
C 8.286 9.987 6.656 -0.001
C 9.968 11.355 11.669 0.000
C 7.263 20.950 9.346 -0.046
C 13.385 16.736 8.022 0.012
C 8.246 10.821 8.938 0.000
C 11.282 11.151 5.668 0.000
C 10.989 19.175 8.531 0.031
H 14.253 19.419 9.641 -0.001
H 12.285 17.174 11.127 -0.003
H 14.021 17.422 10.757 0.010
H 14.044 21.669 8.578 0.003
H 9.240 20.717 10.193 -0.004
H 7.512 16.401 6.754 -0.001
H 10.335 13.622 13.787 0.000
H 10.940 11.697 11.262 0.001
H 7.671 7.520 8.850 0.000
H 5.341 20.909 8.372 0.004
H 7.331 15.464 10.387 -0.006
H 8.892 13.232 11.223 0.000
H 7.827 11.790 11.561 0.001
H 11.845 12.718 13.423 0.000
H 9.039 11.395 13.642 0.000
H 7.097 22.003 9.660 0.002
H 11.891 22.270 7.502 0.000
H 10.892 13.076 4.690 0.000
H 8.250 10.226 5.598 0.000
H 13.266 15.845 10.452 0.004
H 11.462 13.292 6.290 0.002
H 10.606 10.514 13.545 0.000
H 11.431 10.913 7.806 0.000
H 5.928 16.351 7.439 0.008
H 7.482 17.183 10.868 -0.005
H 12.011 10.998 4.810 0.000
H 10.383 10.579 5.401 0.000
H 9.985 20.736 7.476 -0.003
H 14.422 17.068 7.920 0.009
H 13.391 15.653 8.121 -0.003
H 8.715 12.608 5.307 0.000
H 12.797 17.038 7.127 -0.002
H 5.940 16.556 10.149 0.010
H 9.810 10.305 11.368 0.000
H 5.542 18.433 7.831 -0.001
H 7.717 9.424 10.540 0.000
H 7.969 7.857 6.508 0.000
H 7.093 15.086 7.836 -0.006
H 10.959 12.461 14.947 0.000
H 12.929 11.446 7.044 0.000
H 12.397 9.742 6.903 0.000
H 9.263 14.011 6.214 0.002
```

Computed properties:
HOMO (spin up / spin down) ... -13.58 / -13.58 eV
2S+1 ... 3
Charge ... +2
HOMO-LUMO gap (spin up / spin down) ... 8.5 / 5.1 eV
Maximum force ... 2.7 eV/A
<S²> ... 2.0576